Entry 1:
Computed, not measured: C10H12CaN2O4S as an isolated structure, with wB97M-V/def2-TZVPD.

```
30
Properties=species:S:1:pos:R:3:forces:R:3:mulliken_charge:R:1
Ca 0.01009 0.02317 -1.74388 0.0 -1.0 -0.6 1.1376
C 0.01055 1.96661 -0.10533 0.0 4.0 3.6 0.1286
O 0.01537 2.91287 0.55517 0.0 -3.7 -2.6 -0.0756
C 0.00583 2.50502 -2.61277 0.0 4.6 -1.2 0.1598
O 0.00557 3.64269 -2.78427 0.0 -4.1 0.5 -0.0866
C -2.41311 0.88872 -1.74518 -4.6 1.8 0.5 0.1513
O -3.46569 1.34056 -1.63147 4.0 -1.7 -0.5 -0.0631
C 2.43071 0.91743 -1.76521 3.9 1.6 0.4 0.1526
O 3.47448 1.37637 -1.65916 -3.4 -1.5 -0.4 -0.0579
C 0.01337 -1.34372 -4.31965 0.0 0.6 0.0 -0.7397
H 0.95075 -1.90408 -4.18054 -0.4 0.3 -0.1 0.3603
H -0.92084 -1.90924 -4.17961 0.4 0.3 -0.1 0.3623
C 0.00981 -0.04452 -4.69639 0.0 -0.5 0.3 -0.5447
H -0.92363 0.50408 -4.88962 0.4 -0.3 0.0 0.3444
H 0.94013 0.50869 -4.89127 -0.4 -0.3 0.0 0.3459
S 0.10846 -2.18916 -0.22868 -0.2 0.2 -0.1 -0.3703
C 0.01331 -1.33919 1.27083 -0.1 0.6 0.8 -0.0552
N -1.16995 -1.02279 1.84851 0.5 -0.7 -0.4 -0.0591
C -1.26237 -0.71293 3.28928 -0.1 -0.2 0.2 -0.6000
C -0.06180 0.10296 3.71793 0.0 0.4 -0.1 -0.3837
C 1.23109 -0.55680 3.28650 0.2 -0.1 0.3 -0.5846
N 1.15083 -0.95913 1.87804 -0.3 -0.7 -0.5 -0.0435
H -1.96590 -1.51082 1.44091 0.3 0.2 0.1 0.3201
H -1.30070 -1.65136 3.85763 -0.1 0.1 -0.2 0.3225
H -2.19972 -0.17972 3.46259 0.2 0.0 0.0 0.3559
H -0.07045 0.21942 4.80348 0.0 0.0 -0.1 0.3454
H -0.12384 1.10325 3.28092 0.0 0.0 0.1 0.1877
H 1.44204 -1.43617 3.90735 0.0 0.1 -0.2 0.3362
H 2.08279 0.12056 3.37136 -0.1 0.0 0.1 0.3362
H 1.98283 -1.37277 1.46250 -0.2 0.2 0.1 0.3172
```
Positions in Å, forces in eV/Å.

Calculated values
- HOMO-LUMO gap (eV) = 7.97
- charge = +2


Entry 2:
Computed, not measured: C10H12Cl2N2O13P2W as an isolated structure, with wB97M-V/def2-TZVPD.

```
42
Properties=species:S:1:pos:R:3:forces:R:3:mulliken_charge:R:1
W -1.06476 -0.17940 -0.22389 -0.2 -0.2 0.7 0.5805
C 1.93315 -3.14411 0.78569 0.0 0.0 0.0 -1.3990
C 0.41122 -3.10981 0.86561 -0.2 0.0 0.1 1.2439
O -0.01213 -4.40083 1.26518 0.1 0.2 -0.1 -0.5259
P -0.18978 -1.89016 2.23560 -0.2 -0.1 0.0 0.9072
O 1.00083 -1.19889 2.96293 0.0 -0.1 -0.2 -0.4406
O -0.81145 -2.75770 3.36703 -0.1 0.0 0.1 -0.5470
O -1.22427 -0.87851 1.69937 0.7 -0.2 0.3 -0.5632
P -0.42663 -2.71500 -0.74458 -0.1 0.0 0.2 0.7457
O -0.51252 -4.07522 -1.45591 0.2 0.0 -0.3 -0.4722
O -1.78527 -2.10927 -0.28057 0.1 0.3 0.0 -0.4607
O 0.04845 -1.49852 -1.55462 0.0 0.0 0.3 -0.5652
H 2.28996 -3.73666 1.62764 0.0 0.0 0.0 0.4445
H 2.38416 -2.15569 0.82897 0.0 0.0 0.0 0.2403
H 2.24478 -3.65193 -0.12777 0.0 0.0 0.0 0.3822
H -0.89130 -4.64730 0.94787 0.0 0.0 0.0 0.3894
H 1.22342 -1.52007 3.85178 0.0 0.0 0.0 0.3861
H -1.67227 -3.18763 3.27027 0.0 0.0 0.0 0.3877
H -0.63787 -4.14009 -2.41747 -0.1 0.0 0.0 0.4513
Cl -4.07509 -0.72929 -1.15937 0.1 0.2 0.3 -0.0508
C -3.26471 0.14003 0.14212 0.3 -0.7 -0.3 -0.5951
Cl -1.21922 1.89445 0.87038 0.1 -0.3 -0.3 -0.1634
H -3.49980 -0.28045 1.10914 -0.1 0.0 0.1 0.4282
H -3.47439 1.19272 0.05310 -0.2 0.1 0.1 0.5898
O 2.88891 0.41356 1.02394 0.1 -0.1 0.1 -0.4302
C 1.91291 0.63955 0.40630 -0.1 0.0 -0.2 0.2741
O 0.78232 -0.17493 0.45931 0.1 0.3 0.3 -0.1468
C 1.63365 1.78864 -0.52994 0.2 0.0 0.4 0.2607
C 1.90190 3.12982 -0.27338 0.1 0.0 0.2 -0.6733
C 1.18801 4.08667 -0.98091 -0.1 0.1 0.1 -0.2198
C 0.11110 3.78832 -1.80120 -0.1 0.1 0.1 -0.8297
C -0.09594 2.43854 -2.00328 -0.5 0.1 -0.5 0.0473
C 0.75820 1.46728 -1.52688 0.1 -0.2 -0.3 -0.5780
N -1.39989 1.92319 -2.34733 0.4 0.3 -0.1 1.0196
O -2.26667 2.48657 -2.89027 0.2 -0.1 0.0 -0.3775
O -1.58913 0.69872 -1.87695 -0.6 0.5 -1.3 -0.3896
N 1.45779 5.52807 -0.70539 0.4 0.2 -0.3 1.0076
O 2.27738 5.76577 0.14683 -0.2 -0.1 0.1 -0.5430
O 0.88320 6.31932 -1.41531 -0.1 -0.2 0.2 -0.5528
H 2.58975 3.44623 0.50308 0.0 0.0 0.0 0.6153
H -0.54948 4.56619 -2.16553 0.0 0.0 0.0 0.6163
H 0.74149 0.46782 -1.94158 -0.1 -0.2 0.2 1.5062
```
Positions in Å, forces in eV/Å.

Calculated values
- HOMO-LUMO gap (spin up / spin down) (eV) = 6.50 / 6.50
- charge = +2


Entry 3:
Computed, not measured: C10H12IO2 as an isolated structure, with wB97M-V/def2-TZVPD.

```
25
Properties=species:S:1:pos:R:3:forces:R:3:mulliken_charge:R:1
C -0.02950 2.51068 1.37451 1.9 0.9 -2.0 -1.2678
C -0.41209 2.57488 -0.13012 -0.6 -0.3 0.4 -0.3257
C -0.99765 1.23371 -0.66075 0.3 0.6 -0.1 -0.7225
C -0.03652 0.47764 -1.63719 -1.1 -0.9 0.9 -0.7979
C 0.40148 -0.79700 -0.92877 0.3 0.4 -0.5 0.4901
C 1.03325 -0.76923 0.24160 0.0 -0.7 0.0 -0.1601
C 1.37512 -2.09472 0.85294 -0.4 0.3 0.2 -0.0449
O 2.41993 -2.33444 1.40654 0.0 0.0 0.2 -0.5557
C 0.30230 -3.14296 0.66282 0.1 0.1 0.1 -0.2936
C -0.30538 -3.18585 -0.51079 0.1 0.5 -0.3 -0.4636
C 0.12984 -2.15261 -1.52410 -0.2 0.0 0.5 0.1637
O 0.28213 -2.40670 -2.69634 -0.3 0.1 -0.2 -0.5679
H 0.02476 1.44286 1.80592 1.0 2.8 -2.3 0.0306
H -0.72349 3.06293 1.99645 -0.2 -0.2 0.0 0.4395
H 0.94603 3.01900 1.48783 -0.1 -0.1 0.1 0.2285
H -1.18057 3.34823 -0.24186 0.2 0.1 -0.2 0.3290
H 0.44193 2.83612 -0.76243 -0.1 0.2 0.1 0.3296
H -1.22179 0.61431 0.20926 -0.1 -0.1 -0.1 0.4231
H -1.95219 1.40736 -1.16643 0.1 0.0 -0.1 0.4230
H -0.63897 0.19064 -2.50073 0.5 0.1 -0.3 0.2668
H 0.81691 1.09167 -1.91861 -0.1 0.0 -0.2 0.4725
H 1.29096 0.15673 0.74115 0.2 -0.1 0.1 0.5575
H 0.04499 -3.82147 1.46675 0.3 0.0 0.1 0.3816
H -1.09970 -3.88238 -0.74882 0.2 -0.1 -0.2 0.4035
I -0.91178 0.62058 3.18117 -2.2 -3.4 3.9 -0.7392
```
Positions in Å, forces in eV/Å.

Calculated values
- HOMO-LUMO gap (eV) = 5.06
- charge = -1


Entry 4:
Computed, not measured: C10H12IrN5OS3 as an isolated structure, with wB97M-V/def2-TZVPD.

```
32
Properties=species:S:1:pos:R:3:forces:R:3:mulliken_charge:R:1
Ir -0.44381 0.66109 -1.34949 0.3 1.6 0.1 1.0915
O 1.08057 1.32490 -0.10696 -1.7 1.6 2.0 -0.6054
N 0.67292 2.18996 0.96600 0.1 -1.2 -1.8 0.2949
C 1.68412 2.66824 1.66236 1.8 -2.0 -2.6 -0.0589
C 1.51378 3.68213 2.50081 1.3 2.7 2.8 -0.5007
C 0.23309 4.01362 2.92031 -2.0 0.6 1.4 -0.1459
C -0.90658 3.42639 2.33845 2.6 0.0 -2.1 -0.6934
C -0.63624 2.64771 1.16429 0.7 -1.2 -0.8 0.7086
S -1.68475 2.25498 -0.14792 -0.2 0.5 1.1 -0.1611
H 2.67003 2.28203 1.35640 -0.6 0.2 0.3 0.4416
H 2.46839 4.20694 2.86240 -1.8 -0.8 -0.2 0.3788
H 0.04479 4.72193 3.76614 0.4 -0.5 -1.0 0.4277
H -1.90942 3.70528 2.47843 -1.1 0.4 0.7 0.4805
S 1.38025 -0.26547 -3.03046 0.0 1.0 -0.4 -0.0616
C 1.41345 -1.28738 -1.72118 1.5 -1.6 0.4 0.4139
N 2.37823 -2.26332 -1.54217 -0.9 1.2 -0.6 -0.1579
C 2.16836 -3.24525 -0.55471 0.7 0.5 -1.6 -0.5396
C 1.38557 -2.78891 0.50989 0.2 -1.3 1.1 -0.2509
C 0.58187 -1.71393 0.38620 -1.8 1.4 0.6 -0.4040
N 0.41227 -1.08332 -0.83505 2.1 -1.7 -0.4 -0.2409
H 3.24234 -2.27053 -2.13341 -1.2 0.0 0.5 0.3197
H 2.59512 -4.18209 -0.87193 0.1 -0.4 1.0 0.4747
H 1.40833 -3.30080 1.47595 0.0 0.0 -0.3 0.4474
H -0.06033 -1.26959 1.14696 0.4 -0.6 0.2 0.4823
N -2.11854 -2.70138 -2.20171 -1.5 2.7 1.4 -0.3381
C -2.62190 -1.46617 -1.88094 0.0 -2.4 1.9 0.6791
N -3.49075 -1.28122 -0.82305 3.0 0.2 -3.6 -0.3032
S -2.00606 -0.03711 -2.72957 -0.8 -0.2 -0.3 -0.1376
H -2.34720 -3.48399 -1.59033 0.1 0.0 -0.5 0.2461
H -1.36011 -2.77343 -2.85972 -0.2 -0.2 -0.3 0.2391
H -3.99608 -2.04918 -0.46015 -0.8 -0.7 0.7 0.2491
H -3.75172 -0.32212 -0.69583 -0.7 0.1 0.4 0.2242
```
Positions in Å, forces in eV/Å.

Calculated values
- multiplicity = 6
- expectation value of S² = 8.817
- HOMO-LUMO gap (spin up / spin down) (eV) = 5.79 / 5.34
- charge = +3


| no. | energy (eV) | M (Da) | maximum force (hartree/bohr) |
| --- | --- | --- | --- |
| 1 | -50994.255 | 296.36 | 0.105 |
| 2 | -85592.046 | 684.90 | 0.029 |
| 3 | -22759.418 | 291.11 | 0.109 |
| 4 | -55373.130 | 506.66 | 0.091 |